No. 1
{
  "formula": "C3H5N3",
  "method": "the ωB97M-V functional and the def2-TZVPD basis",
  "symbols": ["N", "N", "N", "C", "C", "C", "H", "H", "H", "H", "H"],
  "positions_angstrom": [[0.0960, 1.1893, 0.5786], [-1.9453, -0.1606, 0.0491], [1.4014, 1.0050, 0.1018], [1.4936, -0.1777, -0.3889], [0.2166, -0.9595, -0.2369], [-0.7137, 0.1121, 0.2285], [-2.6706, 0.4696, 0.3408], [0.3375, -1.7892, 0.4669], [2.4768, -0.5218, -0.7018], [-0.4847, -1.3197, -1.0010], [-0.2075, 2.1523, 0.5629]],
  "de_lowest_kj_mol": 179.1,
  "smiles": "[H]/N=C1/CC=NN1"
}

No. 2
{
  "formula": "C29H21NO6Si",
  "method": "the ωB97M-V functional and the def2-TZVPD basis",
  "symbols": ["Si", "O", "O", "O", "O", "O", "O", "N", "C", "C", "C", "C", "C", "C", "C", "C", "C", "C", "C", "C", "C", "C", "C", "C", "C", "C", "C", "C", "C", "C", "C", "C", "C", "C", "C", "C", "C", "H", "H", "H", "H", "H", "H", "H", "H", "H", "H", "H", "H", "H", "H", "H", "H", "H", "H", "H", "H", "H"],
  "positions_angstrom": [[-2.9099, 5.7512, -3.5975], [-4.0649, 7.4143, -5.5751], [-1.6178, 1.8964, -3.5846], [1.5052, -1.7301, 2.8102], [2.2936, -2.8556, 7.9982], [0.6263, -2.9795, -3.5559], [-2.9210, 9.0528, -6.2618], [-3.1857, 8.4552, -5.2939], [-2.2335, -0.5941, -6.8828], [-0.2372, 0.3521, -2.4512], [1.1285, -1.3117, -1.3640], [0.7641, 0.8209, -0.3183], [2.7129, -3.4470, 5.7518], [1.1200, -1.1177, 5.0555], [0.7807, -0.5844, 7.3820], [1.3266, -1.4083, 6.4043], [0.1362, -1.8710, -3.5687], [3.0558, -3.9769, 3.4246], [-2.0487, 0.2618, -5.8110], [-1.6510, -1.8572, -6.8761], [0.3421, -0.9176, -2.4407], [-0.0230, 1.2187, -1.3851], [3.4793, -4.5491, 6.1130], [2.1265, -2.5949, 6.8269], [-0.1736, 0.8109, 5.6710], [-0.6945, -1.4074, -4.7189], [-1.0921, 0.8032, -3.5853], [-0.8845, -2.2636, -5.7977], [1.6913, -1.9809, 3.9826], [2.5017, -3.1590, 4.4030], [3.8179, -5.0730, 3.7900], [0.0340, 0.5220, 7.0156], [1.3397, -0.4452, -0.3051], [-4.3791, 6.7035, -4.3552], [-1.2784, -0.1406, -4.7256], [4.0305, -5.3583, 5.1345], [0.3667, -0.0064, 4.6934], [2.8758, -3.7362, 2.3857], [0.9326, 1.4974, 0.5098], [-2.8855, 6.0081, -2.1417], [3.6282, -4.7522, 7.1648], [-0.7596, 1.6756, 5.3880], [4.2483, -5.7088, 3.0274], [-2.8322, -0.2793, -7.7276], [-1.7968, -2.5241, -7.7159], [-0.4828, 2.1973, -1.4148], [1.5634, -2.3018, -1.3772], [-3.0751, 4.3055, -3.8351], [0.2151, 0.1949, 3.6415], [0.9542, -0.8308, 8.4207], [-1.6522, 6.2207, -4.2101], [-0.4224, -3.2410, -5.7684], [-5.1595, 6.0042, -4.6507], [-0.3902, 1.1625, 7.7777], [1.9382, -0.7581, 0.5400], [-2.4909, 1.2487, -5.7927], [4.6276, -6.2154, 5.4171], [-4.8209, 7.3997, -3.6407]],
  "smiles": "O=C1c2ccccc2C(=O)c2ccccc21.O=C1c2ccccc2C(=O)c2ccccc21.O=NOC[SiH3]"
}

No. 3
{
  "formula": "C11H10ClNO2SZr",
  "method": "the ωB97M-V functional and the def2-TZVPD basis",
  "symbols": ["Zr", "Cl", "S", "O", "O", "N", "C", "C", "C", "C", "C", "C", "C", "C", "C", "C", "C", "H", "H", "H", "H", "H", "H", "H", "H", "H", "H"],
  "positions_angstrom": [[-0.1789, 0.1448, -0.0571], [-1.6198, 2.4316, -1.4500], [-2.0927, -2.2026, 3.5092], [-2.7493, 2.1075, 1.0652], [2.7211, 1.4683, 1.2587], [-0.5610, -1.0418, 1.8011], [0.2084, -0.3107, -2.3598], [-1.0970, -0.8135, -1.9798], [0.3074, -1.5643, 2.7982], [-0.3632, -2.1996, 3.8184], [-0.9026, -1.9200, -1.0776], [-1.8707, -1.3300, 2.0327], [0.5112, -2.0885, -0.8819], [1.7708, 1.0361, 0.7494], [-1.9237, 1.6796, 0.3352], [1.1860, -1.0842, -1.6431], [0.5002, 0.7681, -3.3367], [-0.2537, 1.5531, -3.3208], [1.3827, -1.3992, 2.6703], [-2.6592, -0.9944, 1.3513], [0.0773, -2.6730, 4.6970], [-2.0346, -0.4664, -2.4019], [0.5446, 0.4111, -4.3688], [0.9885, -2.8839, -0.3109], [1.4447, 1.2720, -3.1226], [-1.6852, -2.5475, -0.6613], [2.2613, -0.9388, -1.7562]],
  "total_charge": 2
}

no.,orbital gap (eV),HOMO level (Ha)
1,10.0,-0.3295
2,8.6,-0.3582
3,6.3,-0.6028